{
  "formula": "C28H35F3N4O3P2PtS",
  "method": "ωB97M-V/def2-TZVPD",
  "homo_ha": [-0.374, -0.480],
  "e_above_lowest_kcal_mol": 0.00,
  "s2": 6.05,
  "spin_multiplicity": 5,
  "charge": 2,
  "molar_mass_g_mol": 821.7,
  "species": ["Pt", "S", "P", "P", "F", "F", "F", "O", "O", "O", "N", "N", "N", "N", "C", "C", "C", "C", "C", "C", "C", "C", "C", "C", "C", "C", "C", "C", "C", "C", "C", "C", "C", "C", "C", "C", "C", "C", "C", "C", "C", "C", "H", "H", "H", "H", "H", "H", "H", "H", "H", "H", "H", "H", "H", "H", "H", "H", "H", "H", "H", "H", "H", "H", "H", "H", "H", "H", "H", "H", "H", "H", "H", "H", "H", "H", "H"],
  "positions_angstrom": [[0.157, -0.652, 3.912], [-0.919, -0.653, 7.122], [-1.964, -0.563, -1.996], [1.460, -0.974, -2.065], [-1.614, 1.915, 7.244], [-0.384, 1.265, 8.934], [0.553, 1.589, 6.987], [0.292, -1.337, 7.535], [-2.157, -0.958, 7.793], [-1.124, -0.569, 5.620], [-2.165, 1.173, -2.253], [2.145, -2.321, -3.087], [2.862, 0.031, -2.352], [-3.546, -1.019, -2.743], [-1.122, 0.838, 1.689], [-0.570, 1.124, 7.608], [1.485, -1.793, 4.877], [2.525, -2.276, -4.433], [-1.859, 3.366, -1.739], [2.816, -4.405, -3.710], [0.112, 0.193, 1.059], [-4.093, -2.284, -2.458], [2.921, -3.544, -4.845], [4.858, 1.015, -1.926], [-2.311, 1.919, -3.428], [-5.489, -1.241, -3.920], [-4.384, -0.417, -3.695], [-0.958, -0.853, -3.549], [-1.870, 2.080, -1.225], [1.302, 2.304, 2.956], [-0.981, 1.758, 4.064], [-2.191, 3.269, -3.125], [-5.303, -2.426, -3.132], [1.683, 0.854, 2.978], [4.546, 1.201, -3.310], [1.201, -0.137, 2.069], [3.817, 0.289, -1.363], [0.463, -0.278, -3.479], [2.339, -3.630, -2.649], [-1.326, 0.691, 3.201], [0.079, 2.731, 3.829], [3.325, 0.589, -3.549], [-0.197, -0.756, 0.585], [2.474, -1.369, -5.012], [5.138, 1.712, -4.055], [-1.595, 1.922, 4.945], [5.744, 1.357, -1.419], [2.604, 0.631, 3.526], [3.240, -3.796, -5.852], [0.907, -0.481, -4.473], [-1.151, 1.915, 1.494], [-0.943, -1.950, -3.640], [-6.333, -1.002, -4.559], [0.456, 0.816, -3.325], [3.636, -0.048, -0.353], [1.880, -0.956, 1.798], [1.735, -1.312, 5.835], [-2.294, 0.227, 3.424], [-1.631, 4.260, -1.176], [2.396, -1.925, 4.270], [3.054, -5.456, -3.684], [0.522, 0.829, 0.256], [-2.000, 0.373, 1.215], [-3.563, -2.957, -1.802], [2.743, 0.549, -4.458], [1.067, -2.780, 5.138], [-2.459, 1.433, -4.380], [2.175, 2.848, 3.360], [-5.981, -3.263, -3.065], [-2.340, 4.084, -3.814], [-1.487, -0.452, -4.429], [-1.686, 1.716, -0.231], [0.485, 2.974, 4.825], [-4.147, 0.528, -4.144], [1.157, 2.663, 1.924], [2.105, -3.894, -1.626], [-0.321, 3.699, 3.455]],
  "forces_ev_per_a": [[0.04, 0.17, -2.16], [0.02, -0.48, 1.03], [-0.56, 2.44, -1.94], [2.07, 0.67, -2.22], [0.73, -0.37, 0.16], [-0.21, -0.34, -1.18], [-0.75, -0.28, 0.19], [-1.01, 0.55, -0.62], [0.80, 0.25, -0.59], [-0.10, -0.10, 1.35], [0.62, -0.40, 0.78], [-0.27, -1.44, 0.23], [-0.33, 0.18, 0.78], [-0.61, -1.32, -0.28], [-0.16, 0.05, 0.11], [-0.01, 0.46, 0.30], [1.61, -1.19, 2.11], [-0.42, 0.01, 1.29], [-0.21, -1.19, 0.24], [0.51, 0.70, -2.48], [0.39, -0.57, -0.07], [0.85, 2.10, -0.16], [0.21, -1.92, 1.27], [-0.98, -0.68, -0.03], [0.03, 0.83, 0.23], [-0.47, -2.45, 1.16], [1.17, -0.73, 1.43], [-0.34, -0.39, 0.46], [-0.01, 0.74, -0.70], [-0.01, 0.34, 0.00], [-1.19, -0.81, -0.84], [0.15, -1.29, 0.08], [-1.23, 1.73, -1.85], [0.21, -0.73, -1.11], [-0.91, -0.68, 0.24], [0.20, 0.78, 0.93], [0.41, 0.53, -0.65], [-0.50, 0.07, 0.04], [-0.48, 2.16, -0.28], [-0.95, 1.74, 0.38], [1.00, 0.80, 0.51], [0.71, 0.35, 0.30], [0.19, 0.31, 0.16], [0.09, -0.17, 0.05], [-0.05, -0.01, 0.12], [0.30, -0.32, 0.05], [-0.04, 0.01, 0.06], [-0.41, -0.13, -0.12], [0.00, -0.03, 0.32], [-0.09, 0.34, 0.77], [0.05, -0.12, -0.07], [0.15, 0.12, -0.24], [0.20, -0.11, 0.12], [-0.15, -0.35, -0.11], [0.13, 0.05, -0.04], [-0.28, 0.15, 0.26], [0.15, -0.32, -0.33], [0.43, -0.10, 0.32], [-0.16, -0.06, -0.08], [-0.28, 0.32, -0.11], [0.00, -0.02, 0.07], [-0.04, -0.04, 0.10], [0.09, 0.33, 0.17], [-0.12, -0.07, 0.11], [0.14, 0.22, 0.18], [-0.15, 0.38, -0.14], [0.03, 0.24, 0.04], [-0.45, -0.10, -0.29], [0.07, -0.01, -0.02], [0.14, -0.06, -0.04], [0.18, -0.20, 0.39], [-0.12, 0.13, -0.24], [-0.23, 0.09, -0.19], [-0.02, 0.19, 0.10], [0.02, -0.29, 0.18], [0.07, -0.07, -0.05], [0.14, -0.54, 0.07]]
}